# C26H32IN2O2PdSb2

A molecular structure, C26H32IN2O2PdSb2 (ωB97M-V with the def2-TZVPD basis set, OMol25).

Geometry (Å):
1 I -1.16 -0.97 -3.40
2 Sb 0.05 -1.49 1.92
3 Sb -1.94 1.11 0.06
4 Pd 0.10 -0.36 -0.35
5 O 1.57 -1.70 -0.59
6 O 4.43 2.61 -1.46
7 N 5.10 -1.94 -0.39
8 N 1.01 0.81 -1.86
9 C 0.29 1.63 -2.76
10 C -3.73 0.51 -0.90
11 C 3.21 -0.11 -1.33
12 C -3.33 0.05 2.55
13 C -0.77 1.09 -3.49
14 C -0.24 -3.58 1.86
15 C 2.29 0.75 -2.02
16 C 3.42 -3.61 0.13
17 C 5.09 1.46 -1.99
18 C -3.37 -2.12 3.58
19 C -5.39 -1.22 2.67
20 C 2.80 -1.32 -0.74
21 C -2.66 -0.98 3.21
22 C -4.70 -0.08 2.30
23 C -2.63 1.29 2.09
24 C -0.09 3.76 -3.80
25 C 5.48 -0.74 -0.87
26 C 4.60 0.17 -1.39
27 C 1.95 -1.22 2.82
28 C -1.51 1.89 -4.35
29 C 0.63 2.97 -2.93
30 C -1.17 3.23 -4.49
31 C -1.21 -0.88 3.54
32 C -1.76 3.15 -0.48
33 C 3.82 -2.25 -0.34
34 C -4.72 -2.25 3.31
35 H 0.18 -3.96 0.93
36 H -2.60 3.71 -0.07
37 H -2.85 -2.91 4.11
38 H -4.51 1.24 -0.68
39 H 2.87 -3.58 1.07
40 H 4.72 2.74 -0.55
41 H 6.54 -0.54 -0.86
42 H -2.32 1.47 -4.92
43 H 2.71 1.38 -2.80
44 H -3.56 0.44 -1.97
45 H -1.77 1.56 2.69
46 H -1.31 -3.79 1.89
47 H -4.02 -0.47 -0.51
48 H 0.18 4.80 -3.93
49 H -0.92 0.13 3.84
50 H -1.74 3.85 -5.17
51 H 1.47 3.37 -2.37
52 H 1.94 -1.72 3.78
53 H -5.23 0.73 1.82
54 H -1.71 3.30 -1.55
55 H 2.76 -4.09 -0.60
56 H 2.73 -1.64 2.19
57 H 4.91 1.49 -3.07
58 H -5.25 -3.15 3.61
59 H 2.14 -0.16 2.96
60 H -3.31 2.14 2.10
61 H 0.25 -4.06 2.71
62 H -6.45 -1.29 2.47
63 H 4.32 -4.21 0.27
64 H 6.18 1.54 -1.86
65 H -0.96 -1.54 4.37
66 H -0.83 3.52 -0.03

Calculated values
- HOMO: -0.3905 Ha
- Largest force on an atom: 0.4 eV/A
- Gap between HOMO and LUMO: 7.32 eV
- ΔE to the lowest compared entry with this formula, charge and spin: 0.155 eV
- Charge: +1
- E_LUMO: -3.3096 eV
- Total energy: -2175.80289 Eh

Mulliken population analysis, charges in e, atoms 1 to 5: I 0.177; Sb 1.179; Sb 0.904; Pd 0.046; O -1.289